Entry 1:
Density functional theory data (ωB97M-V/def2-TZVPD) for a molecular structure, C39H61CoOP2Si.

```
! wB97M-V def2-TZVPD RIJCOSX def2/J DEFGRID3
* xyz 1 2
Co -0.32329 0.20502 0.45417
C -0.71184 2.99289 2.45830
Si -0.23582 2.43400 0.72079
C 1.52023 3.07262 0.52073
C 1.87137 4.42478 0.54683
C 3.19613 4.81915 0.48601
C 4.19566 3.85832 0.40844
C 3.86994 2.51312 0.40260
C 2.53282 2.10837 0.46238
P 1.95636 0.36953 0.50139
C 2.54745 -0.36952 -1.09183
C 4.00074 -0.06343 -1.51621
C 4.52686 -1.09818 -2.52308
C 3.40977 -1.57414 -3.44154
C 2.35774 -2.35147 -2.63349
C 2.28293 -1.87412 -1.17438
C 2.81765 -0.39382 1.95296
C 4.31505 -0.70612 1.88176
C 4.85372 -0.97077 3.29808
C 3.84164 -1.71803 4.18260
C 2.91293 -2.55923 3.31775
C 2.05469 -1.65509 2.42405
C -1.44377 3.19635 -0.50913
C -1.41845 4.51762 -0.95862
C -2.45547 5.03322 -1.71884
C -3.55941 4.24223 -2.00740
C -3.60286 2.92808 -1.57274
C -2.53158 2.38459 -0.86075
P -2.45284 0.65474 -0.27356
C -4.05832 0.49278 0.63265
C -4.37067 -0.91357 1.15125
C -3.43325 -1.36385 2.28387
C -2.89207 -0.18153 3.09799
C -3.93137 0.93208 3.16100
C -4.19588 1.52991 1.77132
C -2.65199 -0.46081 -1.72671
C -3.94623 -0.37564 -2.55153
C -3.77666 -1.01670 -3.94186
C -2.73305 -2.12450 -3.91122
C -1.34756 -1.53373 -3.62076
C -1.41825 -0.35406 -2.63164
H -0.77854 4.08448 2.48187
H 0.07877 2.69940 3.15365
H -1.65453 2.59349 2.82829
H 1.10227 5.18307 0.63579
H 3.45474 5.86991 0.50445
H 5.23427 4.15753 0.35577
H 4.67221 1.79668 0.33643
H 1.87874 0.11492 -1.81757
H 4.66478 -0.05364 -0.65488
H 4.03713 0.93412 -1.95671
H 4.94224 -1.95901 -1.99042
H 5.34930 -0.66381 -3.09221
H 3.80208 -2.19723 -4.24518
H 2.94993 -0.70513 -3.92209
H 2.58517 -3.41970 -2.64846
H 1.37933 -2.23396 -3.10501
H 3.02323 -2.40052 -0.56360
H 1.30856 -2.11480 -0.75451
H 2.68721 0.38945 2.71103
H 4.88358 0.11058 1.44674
H 4.47350 -1.57873 1.24174
H 5.11296 -0.01688 3.76226
H 5.78136 -1.54073 3.22084
H 3.24241 -1.00582 4.75767
H 4.36262 -2.33866 4.91128
H 2.26827 -3.19438 3.92750
H 3.51144 -3.23320 2.69800
H 1.16665 -1.32955 2.98032
H 1.70689 -2.22674 1.56222
H -0.58229 5.15901 -0.71030
H -2.41657 6.05707 -2.06758
H -4.38942 4.64953 -2.56959
H -4.48931 2.34719 -1.78339
H -4.78975 0.73934 -0.14236
H -4.36927 -1.64625 0.34078
H -5.39840 -0.88625 1.52293
H -2.60353 -1.93492 1.87009
H -3.97820 -2.04470 2.94064
H -1.97611 0.21273 2.63524
H -2.61506 -0.50815 4.10153
H -3.61974 1.71971 3.84869
H -4.85659 0.51951 3.57257
H -3.52614 2.37350 1.59212
H -5.20482 1.94512 1.74214
H -2.62515 -1.44785 -1.25205
H -4.25428 0.65783 -2.69024
H -4.75101 -0.87486 -2.00705
H -3.45932 -0.25643 -4.66135
H -4.73892 -1.39041 -4.29238
H -2.71377 -2.67013 -4.85482
H -3.00256 -2.85497 -3.14055
H -0.88945 -1.19117 -4.55077
H -0.69519 -2.31988 -3.23336
H -1.46570 0.59625 -3.17041
H -0.49611 -0.30998 -2.03271
C -0.19035 -4.30977 0.33545
C -0.94914 -3.07016 -0.08254
O -0.54108 -1.91724 0.68500
H -0.53426 -5.16656 -0.24411
H -0.36266 -4.53608 1.39068
H 0.88068 -4.19254 0.17413
H -2.02636 -3.21651 0.03807
H -0.75390 -2.81530 -1.12314
H -0.41592 -2.18894 1.60182
*
```

The value obtained for the calculated total energy is -3952.7567 hartree. The HOMO-LUMO gap (alpha / beta) is 9.451 / 8.913 eV. The energy relative to the best compared isomer or geometry (same formula, charge and spin) comes out at 0.00 kJ/mol. The calculation puts the LUMO energy (alpha / beta) at -1.970 / -1.929 eV. As for the HOMO energy (alpha / beta): -11.4 / -10.8 eV.

Atomic partial charges in e from the Mulliken method, atoms 1 to 6: Co 0.79; C -1.26; Si 2.14; C 0.81; C -0.77; C -1.05

Entry 2:
Density functional theory data (ωB97M-V/def2-TZVPD) for a molecular structure, C23H43BiNO8SSi3.

```
! wB97M-V def2-TZVPD RIJCOSX def2/J DEFGRID3
* xyz -1 1
Bi 1.03264 1.02493 -0.49184
C -1.88757 -2.02104 1.72792
O -1.05626 -0.89553 1.53133
Si -1.09726 0.58959 2.25378
C -2.82653 0.88944 2.91197
C 0.02129 0.55356 3.74135
C -0.61656 1.81655 0.95775
Si 0.11251 3.40993 1.66649
C 1.83825 3.29888 2.37953
C -0.93106 4.10261 3.06891
C 0.26548 4.75102 0.35665
Si -2.04399 2.16956 -0.26451
C -3.11619 3.58176 0.41117
C -1.47959 2.84841 -1.92520
C -3.29850 0.79222 -0.47736
H -1.50267 -2.65099 2.53617
H -1.90302 -2.59420 0.80167
H -2.91078 -1.72389 1.98068
H -3.07593 0.14195 3.67364
H -3.58504 0.84040 2.12631
H -2.88980 1.87683 3.38201
H -0.35925 -0.18716 4.45355
H 0.05292 1.52008 4.25296
H 1.04858 0.27562 3.48364
H 1.93924 2.51990 3.13628
H 2.07099 4.26678 2.83715
H 2.59263 3.08108 1.62080
H -0.88018 3.45144 3.94854
H -1.98068 4.22249 2.80366
H -0.53685 5.08236 3.35962
H 0.97950 4.47052 -0.42703
H 0.64851 5.65784 0.83546
H -0.68057 4.99531 -0.12987
H -2.58955 4.53978 0.46526
H -3.52055 3.35812 1.40413
H -3.96497 3.70863 -0.27264
H -2.18439 3.62651 -2.23405
H -1.45535 2.06887 -2.68917
H -0.48735 3.30922 -1.90063
H -4.25445 1.05934 -0.01673
H -2.94142 -0.14724 -0.04842
H -3.46327 0.62074 -1.54492
C 8.09244 -2.90778 1.13406
C 6.79786 -2.51129 0.47145
C 6.31938 -1.20959 0.55983
C 5.12235 -0.84586 -0.03689
C 4.38792 -1.80330 -0.72159
C 4.84979 -3.10986 -0.83289
C 6.05162 -3.45389 -0.23690
S 2.88768 -1.34526 -1.55187
O 2.57170 -2.43797 -2.43700
O 3.12058 -0.04961 -2.16499
N 1.70186 -1.16652 -0.44788
C 1.97501 -1.60794 0.93251
C 2.62715 -0.49798 1.76268
O 3.19811 -0.76367 2.80691
O 2.47879 0.69649 1.26901
H 8.60020 -2.04167 1.55841
H 8.76743 -3.38590 0.42113
H 7.91054 -3.61997 1.94198
H 6.88468 -0.46811 1.11360
H 4.75590 0.17059 0.03194
H 4.26483 -3.82960 -1.38975
H 6.42033 -4.47137 -0.31986
H 2.59143 -2.50294 0.98075
H 1.01492 -1.83211 1.40009
C -2.77562 -2.31905 -2.54777
C -1.26280 -2.16607 -2.45336
C -0.58403 -2.90946 -3.60166
O -0.86307 -2.71018 -1.20269
C -0.92240 -0.66064 -2.54534
O -0.93561 -0.09955 -3.62819
O -0.68872 -0.08301 -1.39978
H -3.02424 -3.38306 -2.56800
H -3.14519 -1.84671 -3.45980
H -3.26172 -1.86524 -1.68347
H -0.88741 -3.95866 -3.56880
H 0.50144 -2.85231 -3.50396
H -0.87559 -2.47172 -4.55647
H -0.07383 -2.22098 -0.91146
*
```

The value obtained for the calculated total energy is -3040.4423 hartree. The HOMO-LUMO gap is 8.529 eV. The calculation puts the LUMO energy at 2.605 eV. As for the HOMO energy: -5.9 eV.

Atomic partial charges in e from the Mulliken method, atoms 1 to 6: Bi 1.11; C -0.98; O -0.23; Si 0.08; C -1.14; C -0.78

Entry 3:
Density functional theory data (ωB97M-V/def2-TZVPD) for 10 unconnected molecules or ions with the total composition H20O10.

```
! wB97M-V def2-TZVPD RIJCOSX def2/J DEFGRID3
* xyz 0 1
O 0.15862 2.76219 -1.49260
H 0.81670 3.45714 -1.47809
H -0.66740 3.21003 -1.30993
O -1.06059 -2.94127 -0.56701
H -1.05867 -3.86986 -0.33470
H -0.14555 -2.74139 -0.76445
O -3.16103 -2.55239 1.42288
H -3.91175 -3.09187 1.17466
H -2.54944 -2.64135 0.69194
O -1.45891 1.10827 -3.27402
H -0.79059 1.47326 -3.85400
H -1.14020 1.29764 -2.39153
O -1.29162 2.46485 1.25299
H -0.72402 1.70119 1.14866
H -0.70483 3.21495 1.15679
O -0.16680 0.05854 0.40549
H -0.84736 -0.43416 -0.05312
H 0.42374 0.35407 -0.28744
O 1.42747 0.38527 -1.74991
H 2.03028 0.41467 -2.49287
H 0.84365 1.13171 -1.88488
O -1.25181 -1.66312 3.16523
H -1.58302 -1.91902 2.30439
H -0.30614 -1.57906 3.04324
O 1.52186 0.10800 2.78334
H 1.23605 0.17067 1.87196
H 1.94419 -0.74884 2.84404
O 4.15480 0.03959 -0.14434
H 3.38698 0.29254 -0.65689
H 4.87550 0.53772 -0.52994
*
```

The value obtained for the calculated total energy is -764.3683 hartree. Its SMILES is O.O.O.O.O.O.O.O.O.O. The HOMO-LUMO gap is 9.736 eV. The energy relative to the best compared isomer or geometry (same formula, charge and spin) comes out at 298.24 kJ/mol. The calculation puts the LUMO energy at -0.395 eV. As for the HOMO energy: -10.1 eV.

Atomic partial charges in e from the Mulliken method, atoms 1 to 6: O -0.56; H 0.24; H 0.30; O -0.66; H 0.31; H 0.29

Entry 4:
Density functional theory data (ωB97M-V/def2-TZVPD) for a molecular structure, C15H13Cl4NO2RuS3Sb.

```
! wB97M-V def2-TZVPD RIJCOSX def2/J DEFGRID3
* xyz -1 1
Ru -1.27874 0.53227 0.96232
Cl -2.67091 6.34527 -2.13047
C -1.79707 4.95904 -1.57103
C -0.42219 5.00819 -1.45273
Cl 0.45229 6.44458 -1.86934
C 0.27292 3.88687 -0.96946
Cl 2.00736 3.87102 -0.88095
C -0.40347 2.74472 -0.58116
O 0.18162 1.65256 -0.10574
C -1.82746 2.67825 -0.73010
O -2.39296 1.54337 -0.41650
C -2.49857 3.79237 -1.22435
Cl -4.21499 3.69104 -1.41368
S 2.13042 0.55864 3.17743
Sb 0.94381 2.29142 2.33807
S -1.63493 0.00810 3.17975
S -1.39299 2.05376 2.90212
C 2.07422 -0.70898 -0.22143
N 2.15366 -1.62423 0.94498
C 3.03760 -2.76755 0.65419
C 0.79294 -2.06838 1.47251
C -0.21700 -2.33223 0.40899
C -0.26383 -3.60015 -0.17782
C -1.20168 -3.90250 -1.14838
C -2.10492 -2.91196 -1.52408
C -2.06722 -1.66194 -0.92849
C -1.13292 -1.31129 0.06792
H 3.09024 -0.42167 -0.48864
H 1.49046 0.16983 0.03570
H 1.58969 -1.23482 -1.04073
H 2.53846 -1.06209 1.73297
H 2.57973 -3.36273 -0.13375
H 3.15610 -3.36842 1.55303
H 4.00604 -2.39729 0.32378
H 0.46510 -1.26084 2.12099
H 1.00601 -2.93957 2.09588
H 0.43231 -4.36912 0.14945
H -1.24073 -4.89048 -1.59063
H -2.85290 -3.12401 -2.28078
H -2.78552 -0.91104 -1.23982
*
```

The value obtained for the calculated total energy is -4155.1835 hartree. The HOMO-LUMO gap (alpha / beta) is 5.579 / 5.567 eV. The calculation puts the LUMO energy (alpha / beta) at 1.913 / 1.914 eV. As for the HOMO energy (alpha / beta): -3.7 / -3.7 eV.

Atomic partial charges in e from the Mulliken method, atoms 1 to 6: Ru -0.26; Cl -0.22; C 0.13; C 0.44; Cl -0.24; C 0.08

Entry 5:
Density functional theory data (ωB97M-V/def2-TZVPD) for a single C3H6N4 molecule.

```
! wB97M-V def2-TZVPD RIJCOSX def2/J DEFGRID3
* xyz 0 1
C 0.47052 -0.60241 0.40283
C -0.70152 -1.49866 0.33897
C -0.54212 1.38726 -0.70367
N 1.65018 1.23793 0.12231
N 1.67214 -0.84134 0.87368
N 2.46479 0.11497 0.75008
N 0.49850 0.68674 -0.03528
H -1.62792 -0.89985 0.65267
H -0.80124 -1.76060 -0.76640
H -0.68759 -2.30538 0.95932
H -0.28763 2.40979 -0.90565
H -0.68964 0.74568 -1.62392
H -1.41846 1.32585 -0.06493
*
```

The value obtained for the calculated total energy is -336.8562 hartree. Its SMILES is Cc1nnnn1C. The HOMO-LUMO gap is 9.943 eV. The energy relative to the best compared isomer or geometry (same formula, charge and spin) comes out at 244.27 kJ/mol. The calculation puts the LUMO energy at 0.621 eV. As for the HOMO energy: -9.3 eV.

Atomic partial charges in e from the Mulliken method, atoms 1 to 6: C 0.70; C -1.04; C -0.75; N -0.59; N -0.22; N -0.48

Entry 6:
Density functional theory data (ωB97M-V/def2-TZVPD) for a single C4H7NO2 molecule.

```
! wB97M-V def2-TZVPD RIJCOSX def2/J DEFGRID3
* xyz 0 1
C 1.50043 -0.32956 0.79817
C 0.44685 0.23435 -0.22023
C 0.24245 -0.59279 -1.50269
O 0.99105 -0.55219 -2.45201
C -0.81357 0.42380 0.62503
O -0.70430 0.47514 1.83493
N -2.05561 0.45945 0.05012
H 1.29503 -1.37744 1.03327
H 2.49458 -0.23049 0.37983
H 1.49327 0.18495 1.76920
H 0.81456 1.20922 -0.57123
H -0.66868 -1.23064 -1.55910
H -2.23827 0.71980 -0.90887
H -2.79779 0.60639 0.72358
*
```

The value obtained for the calculated total energy is -361.8506 hartree. Its SMILES is C[C@@H](C=O)C(N)=O. The HOMO-LUMO gap is 10.657 eV. The energy relative to the best compared isomer or geometry (same formula, charge and spin) comes out at 79.34 kJ/mol. The calculation puts the LUMO energy at 0.664 eV. As for the HOMO energy: -10.0 eV.

Atomic partial charges in e from the Mulliken method, atoms 1 to 6: C -1.34; C 0.55; C -0.17; O -0.46; C 0.27; O -0.61

Q: Which value of calculated total energy does entry 1 give?
A: -3952.7567 hartree

Q: Among the records above, which one has the highest calculated total energy?
A: C3H6N4

Q: Which of these has the lowest calculated total energy?
A: C15H13Cl4NO2RuS3Sb